No. 1
This record from the Open Molecules 2025 dataset describes an isolated ion of composition C5H15N2 and charge +1 at a distorted geometry. The level of theory is ωB97M-V/def2-TZVPD.

Last column: natural (NBO) charge in e.
Element x y z (Å)
1 C 1.8456 0.0751 -0.1709  -0.2337
2 C 0.9119 0.6460 1.0786  -0.4289
3 C -0.4959 1.2131 0.4948  -0.4663
4 C -1.2222 0.0329 -0.1813  -0.2462
5 N -1.0849 -1.1668 0.7374  -0.6394
6 C -1.6849 -2.3680 0.0838  -0.4232
7 N 1.7291 1.1496 -1.2718  -0.7254
8 H 1.7250 -1.0017 -0.5110  0.2674
9 H 2.8758 0.0422 0.0728  0.2301
10 H 0.6390 -0.0214 1.9383  0.2843
11 H 1.3742 1.5792 1.5801  0.2234
12 H -0.3972 2.1380 -0.1239  0.1947
13 H -1.1655 1.7729 1.2959  0.2616
14 H -0.8065 -0.1404 -1.2661  0.1603
15 H -2.2210 0.3023 -0.4476  0.2030
16 H -1.5872 -0.7144 1.5462  0.3641
17 H -2.6950 -2.1800 -0.3361  0.1924
18 H -1.5659 -3.2185 0.7129  0.2243
19 H -0.9794 -2.7009 -0.7030  0.1959
20 H 2.1103 2.2027 -1.0503  0.4605
21 H 0.7236 1.4300 -1.2537  0.4536
22 H 1.9711 0.9283 -2.2253  0.4476

Its highest occupied orbital energy is -12.66 eV. As for the energy relative to the best compared isomer or geometry (same formula, charge and spin): 69.98 kcal per mole. The net charge is +1. For the total energy, the calculation gives -8399.6419 eV. The value obtained for the HOMO-LUMO gap is 8.95 eV.

=====

No. 2
This record from the Open Molecules 2025 dataset describes a 2-piece molecular cluster, C5H15N2 overall at a distorted geometry. The level of theory is ωB97M-V/def2-TZVPD.

Last column: natural (NBO) charge in e.
Element x y z (Å)
1 C -0.6025 -1.8596 0.7655  -0.6313
2 C 0.6351 -1.3309 0.0684  -0.0389
3 C 1.5335 -2.4192 -0.5071  -0.6329
4 N 0.1942 -0.4201 -1.0512  -0.7150
5 H -1.2384 -1.0364 1.1086  0.2210
6 H -1.1928 -2.4976 0.0932  0.2223
7 H -0.3127 -2.4682 1.6092  0.2525
8 H 1.2165 -0.6711 0.7134  0.2151
9 H 0.9930 -3.0248 -1.2463  0.2225
10 H 1.8511 -3.0929 0.3105  0.2523
11 H 2.4215 -1.9938 -0.9734  0.2242
12 H -0.1907 0.5024 -0.6680  0.4697
13 H 0.9564 -0.2201 -1.7050  0.4276
14 H -0.5449 -0.8523 -1.6248  0.4237
15 C -1.6895 2.4041 0.5529  -0.4452
16 C 0.5397 2.9316 0.1112  0.0019
17 N -0.4255 2.1348 -0.1347  -0.4725
18 H -1.6566 3.2756 1.2172  0.2057
19 H -1.9787 1.5093 1.1235  0.2071
20 H -2.4721 2.5673 -0.1985  0.2260
21 H 1.4976 2.7575 -0.3574  0.1810
22 H 0.4659 3.8045 0.7926  0.1832

Its highest occupied orbital energy is -14.51 eV. As for the energy relative to the best compared isomer or geometry (same formula, charge and spin): 14.78 kcal per mole. The net charge is +1. For the total energy, the calculation gives -8402.0356 eV. The value obtained for the HOMO-LUMO gap is 11.63 eV.

=====

No. 3
This record from the Open Molecules 2025 dataset describes an isolated ion of composition C5H15N2 and charge +1 at a distorted geometry. The level of theory is ωB97M-V/def2-TZVPD.

Last column: natural (NBO) charge in e.
Element x y z (Å)
1 N 1.7515 -0.4402 -0.1905  -0.6825
2 C 0.4867 0.1200 0.5454  -0.0066
3 C -0.1466 1.1275 -0.3764  -0.2514
4 C -0.4475 0.4688 -1.7642  -0.6354
5 C -1.4256 1.7992 0.1708  -0.6179
6 C -0.3343 -1.1111 1.0500  -0.2555
7 N 0.3698 -2.3491 1.0280  -0.8814
8 H 2.3291 -0.9581 0.4594  0.4419
9 H 2.2674 0.3418 -0.5872  0.4364
10 H 1.3733 -1.0652 -0.8825  0.4501
11 H 0.9470 0.5705 1.4269  0.2121
12 H 0.5933 1.9365 -0.4302  0.2138
13 H 0.4122 0.6308 -2.4247  0.2148
14 H -1.2484 1.0053 -2.2600  0.2499
15 H -0.6868 -0.5861 -1.6476  0.2074
16 H -1.3503 1.7340 1.2603  0.2167
17 H -2.3457 1.4783 -0.3065  0.2324
18 H -1.4733 2.8631 -0.0724  0.2420
19 H -1.2448 -1.1461 0.4484  0.2199
20 H -0.7283 -0.7862 2.0228  0.2056
21 H 1.0753 -2.4726 1.7256  0.3786
22 H -0.1739 -3.1611 0.8045  0.4092

Its highest occupied orbital energy is -13.70 eV. As for the energy relative to the best compared isomer or geometry (same formula, charge and spin): 19.68 kcal per mole. The net charge is +1. For the total energy, the calculation gives -8401.8231 eV. The value obtained for the HOMO-LUMO gap is 10.43 eV.

=====

No. 4
This record from the Open Molecules 2025 dataset describes an isolated ion of composition C5H15N2 and charge +1 at a distorted geometry. The level of theory is ωB97M-V/def2-TZVPD.

Last column: natural (NBO) charge in e.
Element x y z (Å)
1 C 1.5435 0.3379 0.9650  -0.2194
2 C 0.6719 0.9320 -0.1118  -0.4567
3 C -0.8479 0.8075 0.0675  -0.3976
4 C -1.5553 -0.0939 -0.9307  -0.4126
5 C -0.8419 -1.4267 -1.0922  -0.2016
6 N -1.7070 -2.5373 -1.4156  -0.8297
7 N 1.8760 1.3677 2.0412  -0.6759
8 H 2.4955 -0.0739 0.6491  0.2341
9 H 1.0401 -0.4906 1.4268  0.2347
10 H 0.9616 0.5396 -1.0731  0.2577
11 H 1.0060 1.9623 -0.3086  0.2145
12 H -1.0603 0.4171 1.0756  0.1954
13 H -1.2791 1.8087 0.1266  0.2272
14 H -1.6989 0.3898 -1.9033  0.2125
15 H -2.5585 -0.2429 -0.5558  0.2286
16 H -0.0435 -1.2646 -1.8214  0.1569
17 H -0.2923 -1.6568 -0.1701  0.1536
18 H -1.1762 -3.3422 -1.7101  0.3704
19 H -2.4087 -2.3037 -2.1015  0.3673
20 H 1.3267 1.2482 2.8914  0.4474
21 H 1.6851 2.2937 1.6509  0.4454
22 H 2.8631 1.3284 2.3002  0.4479

Its highest occupied orbital energy is -11.87 eV. As for the energy relative to the best compared isomer or geometry (same formula, charge and spin): 26.47 kcal per mole. The net charge is +1. For the total energy, the calculation gives -8401.5288 eV. The value obtained for the HOMO-LUMO gap is 8.11 eV.